This record from OMol25 describes a cluster of 4 separate species, C31H54BrIN5O19P2S3 in total at a distorted geometry. The level of theory is ωB97M-V with the def2-TZVPD basis set.

Geometry as XYZ:
```
116
Properties=species:S:1:pos:R:3
I -4.31194 1.74725 -6.02951
Br -0.97248 3.62099 1.72986
S 10.29019 0.55298 -0.81326
S -1.43453 -6.77750 2.11515
S 3.52257 -4.50193 1.07110
P -0.95014 4.64944 -2.08048
P -4.35876 3.94245 1.61596
O -1.84391 -6.65550 0.76515
O -3.86540 5.32716 2.34149
O 4.85785 0.33363 0.28287
O 3.45178 -5.22404 2.28423
O -3.75844 6.07082 -1.38587
O 4.89751 -4.87963 0.33592
O 10.76144 -0.63732 -1.42012
O 10.91176 1.80603 -1.02909
O -3.29034 3.94703 -4.37913
O 2.80363 -0.53394 0.64136
O 3.88443 -2.96776 1.40156
O -2.40556 -5.88571 3.03825
O 8.72109 0.70780 -1.12068
O -1.90984 -8.21524 2.65039
O 2.47020 -4.50874 0.12005
O -4.75443 7.30457 0.24510
O -0.09930 -6.54804 2.52667
O -0.41315 4.38711 -3.60858
O 10.16342 0.29192 0.76758
N 0.41130 4.12398 -1.13523
N -3.71667 4.05755 -0.06567
N -2.29575 3.50726 -1.79328
N -3.16345 -2.81002 0.51598
N -1.95270 2.64024 0.48319
C -1.29347 1.39796 -0.00335
C 2.83158 -0.95244 -1.81955
C -4.50046 -2.22000 0.62451
C -3.12095 2.78650 -4.53711
C -2.40979 7.57172 0.01019
C 0.30531 -0.84429 -1.36441
C -1.02811 1.32230 -1.52188
C -4.33488 -0.80251 1.17286
C -2.62911 3.40580 -0.42822
C -2.61316 -3.30283 -0.63622
C -3.42696 -6.71950 3.59799
C -2.13442 2.09932 -2.27177
C -2.29426 -2.93655 1.54198
C -2.10985 1.91654 -3.79791
C -1.12522 -3.51830 1.09314
C -4.44409 4.88853 -1.05974
C 5.68174 -3.70340 0.11321
C -3.76168 6.98036 -0.33760
C -1.36107 -3.74607 -0.29225
C 1.41703 -1.22007 -2.37322
C 3.72676 0.43272 0.69779
C -6.17572 4.06588 1.46563
C 8.81997 0.53055 1.19982
C -3.52931 0.04505 0.14011
C 7.96396 0.21644 -0.00805
C -0.91916 -0.13612 -2.02457
C -2.75635 -8.06293 3.79377
C 3.03004 -1.50775 -0.40783
C -2.06480 0.20687 0.58561
C 3.25291 1.69580 1.38680
C 5.29372 -2.76450 1.23651
H -3.05845 1.58069 -1.96661
H -6.46506 5.11314 1.63423
H -5.31805 -0.34501 1.33207
H -3.09518 -3.33641 -1.59973
H -6.58281 3.49816 2.30193
H -4.64726 4.32018 -1.96576
H 1.33517 -2.28102 -2.63234
H -0.24815 -3.74258 1.67850
H 3.83123 2.53445 0.99675
H -2.13078 -8.06982 4.68880
H -1.84087 -0.69747 -1.86369
H -4.03922 1.00343 -0.01558
H 3.44815 1.64970 2.46115
H -2.37179 0.87839 -3.99706
H -0.65433 -4.20570 -0.97142
H -2.53690 -2.60369 2.54074
H 1.10781 3.65548 -1.70944
H 0.18162 3.62199 -3.62703
H 8.58257 -0.09864 2.05406
H -1.69230 7.33203 -0.77359
H -0.05419 -1.76488 -0.90042
H 5.50126 -1.72237 1.00287
H -4.91139 -2.19787 -0.38620
H -0.04789 1.75129 -1.77113
H -3.81601 -0.76789 2.13189
H 6.99066 0.69321 0.03292
H 4.02435 -1.93109 -0.25379
H 2.33122 -2.32406 -0.21247
H -2.08678 0.37266 1.67022
H -4.24757 -6.78490 2.87931
H -0.31459 1.35836 0.48166
H 5.41394 -3.29128 -0.86290
H -3.79292 -6.29525 4.52924
H -0.71181 -0.15019 -3.09702
H -3.46980 -8.88130 3.84427
H 3.53812 -1.48326 -2.46582
H 1.33282 -0.67850 -3.32364
H -1.54660 -0.74155 0.43123
H 6.74003 -3.95031 0.12319
H 7.83455 -0.86203 -0.13295
H -5.41394 5.19291 -0.65772
H -3.59326 -0.51499 -0.79900
H 0.80077 4.97743 -0.74924
H 5.79003 -3.03376 2.17130
H -5.14714 -2.83281 1.25883
H 3.05948 0.11698 -1.86660
H 8.73309 1.58069 1.48730
H -2.53581 8.64620 0.13548
H -3.29133 5.03378 3.06100
H 0.76271 -0.18421 -0.62275
H -2.11888 7.13878 0.97113
H 2.19287 1.89424 1.21185
H -6.57532 3.76469 0.49684
H -1.11665 2.06600 -4.23198
```

Computed properties:
E_LUMO: -0.1676 hartree
HOMO-LUMO gap: 5.725 eV
E_tot: -7665.65164 Ha
net charge: +1